17
Properties=species:S:1:pos:R:3:forces:R:3:mulliken_charge:R:1 method="wB97M-V/def2-TZVPD" max_force_ev_per_a=1.74 e_tot_ha=-285.1247 gap_ev=9.5 homo_energy_ev=-8.465 smiles="C=CN.NCN" spin_multiplicity=1 lumo_ev=1.08
C -1.7015 -0.1727 1.2370 0.7 -0.6 -0.7 -0.73
C -1.5804 -0.9510 0.1506 -1.1 1.2 0.6 -0.10
N -1.2899 -2.2863 0.0838 0.5 -0.7 -0.5 -0.40
H -1.4437 -0.5662 2.2089 -0.2 0.2 0.3 0.26
H -1.9211 0.8664 1.0460 0.1 0.1 0.4 0.28
H -1.8000 -0.4127 -0.7692 0.0 -0.7 -0.3 0.30
H -0.9172 -2.7857 0.8715 -0.2 0.2 0.2 0.19
H -1.8116 -2.8658 -0.5532 0.2 0.2 -0.1 0.20
N 1.7472 0.1144 0.1481 0.4 -0.2 -0.6 -0.59
C 1.3741 1.4596 -0.2113 0.0 0.1 -0.6 -0.30
N 0.9084 1.5837 -1.5895 -0.3 0.0 -0.3 -0.59
H 2.3668 0.1076 0.9263 0.4 -0.1 0.6 0.21
H 0.9916 -0.5282 0.3062 -0.4 0.1 0.1 0.22
H 0.6456 1.9240 0.4580 -0.2 -0.1 0.0 0.22
H 2.2810 2.0611 -0.1785 0.0 0.1 0.3 0.38
H 1.7075 1.7046 -2.1917 0.1 0.0 -0.1 0.24
H 0.4434 0.7474 -1.9429 0.0 0.2 0.5 0.22

71
Properties=species:S:1:pos:R:3:forces:R:3:mulliken_charge:R:1 method="wB97M-V/def2-TZVPD" max_force_ev_per_a=3.32 e_tot_ha=-7720.0113 gap_ev=8.4 homo_energy_ev=-8.778 spin_multiplicity=1 lumo_ev=-0.36
C 0.1152 -4.6550 -2.5500 0.2 -0.5 0.7 -1.23
C -0.8336 -4.3495 -1.4007 -0.2 0.8 -0.5 -0.08
C -2.1573 -3.7442 -1.9031 0.5 0.2 0.5 -1.04
C -1.9636 -2.2151 -2.0823 -1.2 -1.4 0.5 0.08
C -2.2724 -1.5476 -0.7544 0.8 1.1 -0.1 -0.86
C -1.6974 -0.1197 -0.5501 -0.3 -0.7 0.0 -0.09
C -0.2043 -0.2167 -0.2109 -0.5 0.2 -0.6 -1.87
C 0.6814 1.0338 -0.3700 -0.1 -0.3 0.0 2.45
O 1.8925 0.7834 0.3934 0.1 -0.4 -0.4 -0.27
N 1.6890 0.7721 1.7871 -0.5 0.1 0.4 0.13
O 2.2195 -0.1402 2.2720 0.4 0.0 0.1 -0.37
C 0.0616 2.3683 0.0629 -0.2 0.0 0.9 -1.30
Br -1.1117 2.3154 1.6036 0.1 0.1 -0.1 -0.14
O -0.6653 2.9934 -0.9936 0.8 -0.1 -0.6 -0.48
S 0.3993 3.9095 -1.8034 0.2 1.2 -0.6 1.54
O 0.8433 4.9775 -0.9942 0.5 0.0 1.4 -0.64
O -0.1529 4.3325 -3.0309 -0.9 -0.9 -1.0 -0.62
C 1.7563 2.6893 -2.0877 -0.2 -0.8 0.0 -0.30
Br 3.3146 3.2086 -1.0287 0.0 0.0 -0.2 0.14
P 2.3436 2.9528 -3.8574 0.7 2.4 -0.5 0.50
N 2.7537 4.4455 -4.1227 0.0 -0.7 -0.1 -0.75
C 1.2784 1.2308 -1.8026 0.0 1.8 -0.7 -1.19
P 0.1720 0.5206 -3.1549 -1.8 -2.4 1.4 -0.29
O 1.1804 0.0181 -4.3693 0.4 0.9 0.2 -0.50
O -0.7882 1.7098 -3.7411 1.3 -0.4 -0.8 -0.48
H -0.2504 -5.4915 -3.1347 -0.1 0.0 -0.3 0.36
H 0.2851 -3.7877 -3.1786 -0.1 0.1 -0.2 0.19
H 1.0799 -4.9493 -2.1447 0.2 -0.1 -0.1 0.38
H -0.3705 -3.5601 -0.8104 0.1 0.0 0.4 -0.04
H -0.9845 -5.1907 -0.7338 0.0 -0.3 -0.1 0.47
H -2.4776 -4.2182 -2.8270 -0.1 -0.1 -0.1 0.45
H -2.9056 -3.9197 -1.1332 -0.4 0.0 -0.1 0.34
H -2.6890 -1.8845 -2.8207 0.3 0.4 -0.4 0.48
H -0.9428 -2.0846 -2.3952 0.2 0.5 -0.4 -0.30
H -1.8724 -2.1355 0.0662 -0.1 -0.2 0.1 0.28
H -3.3443 -1.4704 -0.6001 -0.3 -0.3 -0.1 0.28
H -1.9164 0.5249 -1.3962 0.1 0.1 -0.2 0.38
H -2.2723 0.2692 0.2777 0.2 0.4 0.3 0.43
H 0.2061 -0.9786 -0.8688 0.3 -0.2 -0.1 0.09
H -0.1304 -0.6332 0.7880 0.2 0.2 0.3 0.66
H 0.8707 3.0229 0.3647 0.1 0.1 0.2 0.99
H 1.3171 2.5789 -4.7383 0.2 -0.7 0.3 0.05
H 3.4798 2.1355 -4.0002 -0.5 -0.7 0.4 0.11
H 2.1497 4.8090 -4.8525 0.0 0.4 0.2 0.26
H 2.1872 0.6376 -1.8498 0.0 -0.4 0.0 0.97
H 1.3587 -0.9151 -4.1631 -0.1 0.3 -0.3 0.34
H -0.5614 1.8623 -4.6767 -0.4 0.4 0.3 0.43
C 4.6126 2.7960 3.2040 0.0 -0.1 0.0 -0.89
C 4.5660 1.4224 3.8638 -0.1 0.2 -0.1 -0.30
C 5.6426 1.2382 4.9374 -0.3 -0.2 0.0 -0.54
C 6.9940 1.2957 4.3822 0.0 0.1 0.1 0.23
N 8.0534 1.3491 3.9453 0.1 0.0 -0.1 -0.42
H 5.5572 2.9548 2.6816 0.0 0.0 0.0 0.34
H 3.8088 2.8920 2.4731 0.0 0.0 0.0 0.08
H 4.4927 3.5903 3.9429 0.0 0.0 0.0 0.33
H 4.6670 0.6473 3.1023 0.0 -0.1 0.1 0.25
H 3.5889 1.2820 4.3290 0.0 -0.1 0.1 0.33
H 5.5100 0.2721 5.4268 0.1 0.0 0.0 0.30
H 5.5375 2.0011 5.7105 0.1 0.1 0.0 0.31
C -5.9632 -0.6780 1.7887 0.0 -0.1 0.0 -0.82
C -6.0613 -1.9857 2.5664 -0.1 0.2 -0.2 -0.42
C -4.9316 -2.1593 3.5865 -0.3 -0.2 0.0 -0.50
C -3.6217 -2.2444 2.9452 0.0 0.1 0.2 0.29
N -2.5941 -2.2954 2.4381 0.1 0.0 0.0 -0.41
H -5.0450 -0.6329 1.2003 0.0 0.0 0.0 0.04
H -6.8020 -0.5809 1.1002 0.0 0.0 0.0 0.33
H -5.9792 0.1810 2.4619 0.0 0.0 0.0 0.34
H -6.0627 -2.8258 1.8697 0.0 -0.1 0.1 0.29
H -7.0128 -2.0150 3.0996 0.0 -0.1 0.1 0.31
H -5.0948 -3.0695 4.1656 0.1 0.0 0.0 0.29
H -4.9331 -1.3297 4.2954 0.1 0.0 0.0 0.28

11
Properties=species:S:1:pos:R:3:forces:R:3:mulliken_charge:R:1 method="wB97M-V/def2-TZVPD" max_force_ev_per_a=3.65 e_tot_ha=-690.7253 gap_ev=10.9 homo_energy_ev=-10.260 smiles="O=CCCl.C#C" spin_multiplicity=1 lumo_ev=0.69
O -1.1772 -1.6081 1.4815 -0.7 -0.4 -0.7 -0.43
C -1.1840 -0.6667 0.7324 2.2 -0.7 1.5 0.06
C -1.1790 -0.6271 -0.7391 1.0 1.3 -2.2 -0.28
Cl -0.7210 -2.1096 -1.6505 -0.3 0.3 0.6 -0.17
H -0.9145 0.2821 1.1870 -0.6 1.1 0.0 0.30
H -0.4236 0.2100 -1.1471 -2.0 -1.7 1.2 0.19
H -2.2196 -0.3775 -0.9826 0.3 0.2 -0.5 0.33
C 2.2906 0.6996 0.2086 -1.5 3.3 0.1 -0.36
C 1.8085 1.8090 0.2564 0.0 -1.3 0.3 -0.38
H 2.5101 -0.2935 0.2113 0.9 -2.0 -0.1 0.41
H 1.2098 2.6817 0.4420 0.5 0.0 -0.3 0.35

69
Properties=species:S:1:pos:R:3:forces:R:3:mulliken_charge:R:1 method="wB97M-V/def2-TZVPD" max_force_ev_per_a=1.99 e_tot_ha=-1667.4180 gap_ev=7.6 homo_energy_ev=-10.803 charge=+1 spin_multiplicity=1 lumo_ev=-3.22
C 0.6498 -2.5906 4.9048 -0.2 -0.4 -0.3 -1.17
C 1.1195 -1.8418 3.6860 0.5 -0.2 -0.4 0.64
O 1.5782 -2.3937 2.7310 -0.3 0.2 0.1 -0.52
N 1.0345 -0.3609 3.6424 -0.8 -0.6 1.0 0.48
C 1.7290 0.2627 4.7069 0.0 0.1 0.1 0.84
C 1.5480 1.7454 4.9084 0.0 0.0 -0.1 -1.10
O 2.4552 -0.4010 5.4028 0.1 0.0 -0.2 -0.55
C -0.2497 0.1740 3.2754 0.9 1.2 -0.9 -0.92
N -0.8509 -0.4859 2.0870 -1.4 1.3 0.3 -0.14
C -2.1365 -0.7814 2.4344 0.3 -0.5 -0.1 0.37
N -3.1077 -0.8660 1.5868 0.0 -0.4 0.0 0.22
C -4.4787 -1.1364 1.9994 0.1 -0.1 -0.1 0.20
C -4.8980 -2.4476 2.1038 -0.1 0.0 0.0 -0.37
C -6.2056 -2.6578 2.5285 0.1 0.2 0.0 -0.46
C -6.9851 -1.5469 2.8101 0.0 -0.1 0.0 -0.40
C -6.4455 -0.2781 2.6317 -0.2 0.1 0.1 -0.32
N -5.1955 -0.0593 2.2274 -0.1 -0.2 0.1 -0.48
N -2.3164 -0.9186 3.8262 0.2 0.5 -0.5 -0.29
C -1.4407 0.1955 4.2701 -0.2 -1.6 -0.2 0.95
F -1.1504 0.0207 5.5516 0.3 0.3 0.2 -0.28
F -2.1206 1.3291 4.0875 -0.1 0.2 0.2 -0.30
H -0.1916 -2.1389 5.4270 0.2 0.2 0.1 0.29
H 1.4865 -2.6959 5.5935 -0.1 0.1 0.1 0.32
H 0.3676 -3.5909 4.5712 0.1 0.0 0.0 0.36
H 0.7010 1.9295 5.5738 0.0 0.0 0.0 0.26
H 1.3863 2.2903 3.9781 0.0 0.0 0.0 0.34
H 2.4511 2.1118 5.3903 -0.1 0.0 0.0 0.39
H -0.0745 1.2067 2.9665 -0.1 0.1 0.3 0.28
H -0.9288 0.1614 1.2896 0.8 -0.5 -0.5 0.08
H -2.8964 -0.6936 0.6046 0.0 0.2 0.0 0.25
H -4.2342 -3.2677 1.8629 0.0 0.0 0.0 0.42
H -6.5869 -3.6640 2.6404 0.0 0.0 0.0 0.42
H -8.0029 -1.6497 3.1615 0.0 0.0 0.0 0.39
H -7.0527 0.5985 2.8236 0.1 0.0 0.0 0.42
H -1.8638 -1.8045 4.0647 -0.3 0.0 0.5 0.34
C 0.4445 2.0736 -0.2477 -0.1 0.0 0.0 -0.99
C -0.0148 1.0095 -1.2409 0.1 0.2 0.1 0.05
C 0.2513 1.3615 -2.7065 0.0 -0.1 -0.2 -0.21
O -0.6364 2.3156 -3.2466 0.0 0.0 0.1 -0.45
C -0.3386 3.6713 -2.9585 0.0 0.0 -0.1 -0.68
N -1.4446 0.7165 -1.0172 0.0 -0.3 0.3 -0.48
H -0.2394 2.9215 -0.2122 0.0 0.0 0.0 0.30
H 0.5003 1.6594 0.7633 0.0 0.0 0.0 -0.08
H 1.4379 2.4442 -0.4985 0.0 0.0 0.0 0.41
H 0.5535 0.0985 -1.0303 0.0 0.0 -0.1 0.39
H 0.1040 0.4568 -3.3008 0.0 0.0 0.0 0.41
H 1.2925 1.6707 -2.8548 0.0 0.0 0.1 0.03
H 0.7414 3.8414 -2.9202 0.0 0.0 0.0 0.29
H -0.7913 3.9983 -2.0188 0.1 0.0 0.0 0.24
H -0.7589 4.2732 -3.7618 0.0 0.0 0.0 0.28
H -1.7070 -0.0647 -1.6139 0.1 0.0 -0.1 0.32
H -1.9759 1.5010 -1.3888 0.0 0.0 0.1 0.26
C 4.9313 -0.4912 -6.5873 0.1 0.0 0.0 -1.43
C 3.9391 0.4898 -5.9712 0.0 -0.2 -0.1 0.31
C 3.7616 0.3276 -4.4562 0.0 0.2 0.0 -0.59
O 2.9741 -0.7816 -4.0620 0.0 0.0 0.1 -0.27
C 3.6530 -2.0254 -4.0375 -0.1 0.0 0.0 -0.77
N 2.6709 0.3998 -6.6980 -0.1 0.1 0.2 -0.72
H 4.4955 -1.4825 -6.7104 0.0 0.0 0.0 0.29
H 5.2283 -0.1461 -7.5765 0.0 0.0 0.0 0.36
H 5.8317 -0.5840 -5.9772 0.0 0.0 0.0 0.34
H 4.3358 1.4980 -6.1263 0.0 0.0 0.1 0.41
H 3.2237 1.2061 -4.0875 0.0 0.0 0.0 0.21
H 4.7329 0.3081 -3.9444 0.0 -0.1 -0.1 0.43
H 4.6948 -1.9047 -3.7279 0.0 0.0 0.0 0.36
H 3.6188 -2.5249 -5.0076 0.1 0.0 0.0 0.24
H 3.1433 -2.6607 -3.3135 0.0 0.0 0.0 0.24
H 2.0420 1.1339 -6.3858 0.0 0.1 -0.1 0.26
H 2.2113 -0.4650 -6.4266 0.0 0.0 -0.1 0.32

19
Properties=species:S:1:pos:R:3:forces:R:3:lowdin_spin:R:1 method="wB97M-V/def2-TZVPD" s2=0.752 max_force_ev_per_a=1.84 e_tot_ha=-1155.3188 gap_ev="6.6 / 4.9" homo_energy_ev="-3.913 / -3.913" charge=-1 spin_multiplicity=2 lumo_ev="2.73 / 1.00"
S -0.7287 3.1086 1.1654 -1.6 -0.8 -0.3 0.00
O -1.4676 2.1950 2.1039 1.1 1.0 -1.1 0.00
O -1.3362 3.1137 -0.2141 0.9 -0.1 1.4 0.00
C 4.4016 -3.3174 -1.4328 -0.1 0.0 -0.1 0.60
F 5.1655 -3.7902 -0.4701 0.1 0.0 0.1 0.13
F 3.5007 -4.2058 -1.7974 -0.1 0.0 0.0 0.13
F 5.1253 -2.9311 -2.4641 0.0 0.1 0.0 0.13
O 0.7548 2.1921 0.9733 0.2 -0.1 -0.2 0.00
C 1.7650 2.8414 0.2322 -0.6 0.0 0.1 0.00
C 3.1016 2.2109 0.5396 0.1 0.4 0.2 0.00
O 3.1026 0.8846 0.0808 0.0 -0.4 0.1 0.00
C 4.2463 0.1579 0.4410 -0.2 0.2 0.3 0.01
H 1.8032 3.9112 0.5062 0.1 -0.1 -0.1 0.00
H 1.5725 2.7817 -0.8519 0.0 0.0 0.2 0.00
H 3.2859 2.2559 1.6291 -0.1 -0.1 -0.2 0.00
H 3.9022 2.7848 0.0352 -0.1 0.0 0.1 0.00
H 4.0276 -0.8969 0.2390 0.3 0.2 -0.3 0.01
H 5.1288 0.5502 -0.0908 0.0 -0.4 0.0 0.00
H 4.4527 0.2103 1.5238 -0.1 0.2 -0.1 0.00

15
Properties=species:S:1:pos:R:3:forces:R:3:lowdin_spin:R:1 method="wB97M-V/def2-TZVPD" s2=2.062 max_force_ev_per_a=3.56 e_tot_ha=-287.6573 gap_ev="7.3 / 8.3" homo_energy_ev="-11.735 / -14.567" charge=+1 spin_multiplicity=3 lumo_ev="-4.48 / -6.24"
C -0.1976 -1.2524 0.0121 0.1 0.0 1.4 0.16
C -0.1858 -0.3873 1.2185 0.8 -1.0 -2.4 0.29
C -0.4377 -1.0252 -1.2589 1.8 0.7 3.0 0.70
C 0.2403 1.7330 2.4068 3.0 0.6 1.2 0.05
C 1.0030 1.9378 1.1751 0.2 -0.2 -1.5 0.43
C -0.5543 -0.7462 -2.6086 -1.2 -1.8 -1.5 0.16
N 0.3851 0.7980 1.3575 -1.5 -1.0 -0.5 0.04
H 0.0020 -2.2672 0.4148 -0.4 0.0 -0.6 0.04
H -0.4396 -0.9027 2.1255 -0.3 0.3 0.5 0.01
H 0.7159 1.4734 3.3246 0.7 0.0 0.5 0.01
H -0.5952 2.2842 2.5541 -3.1 1.2 0.0 0.01
H 1.3671 2.4770 0.2798 -0.1 -0.3 1.0 0.02
H -1.4783 -0.2402 -2.7713 -0.4 1.5 -0.5 0.03
H -0.8980 -1.7242 -2.9884 0.5 -0.2 -0.8 0.05
H 0.3295 -0.4376 -3.1651 -0.2 0.3 0.3 0.01